Density functional theory data (the ωB97M-V functional and the def2-TZVPD basis) for a molecular structure, C29H57Br3O14S7.

Geometry as XYZ:
```
110
Properties=species:S:1:pos:R:3:mulliken_spin:R:1
C -1.41 5.56 -0.65 -0.0002
Br -1.71 7.46 -0.09 0.0012
Br -2.82 4.50 0.29 0.0016
Br 0.31 5.16 0.12 0.0029
H -1.58 5.50 -1.73 0.0000
C 4.20 -1.37 -6.03 0.0000
C 3.90 -1.99 -4.55 0.0000
C 4.11 -0.85 -3.45 -0.0001
S 4.00 0.84 -4.35 0.0001
O 5.28 1.58 -4.27 0.0000
O 2.79 1.52 -3.98 0.0001
C 3.86 0.11 -6.06 0.0001
H 3.78 -1.98 -6.83 0.0000
H 5.25 -1.52 -6.28 0.0000
H 4.64 -2.68 -4.16 0.0000
H 2.91 -2.44 -4.60 0.0000
H 5.11 -0.83 -3.03 0.0000
H 3.42 -0.79 -2.60 -0.0003
H 4.51 0.53 -6.83 0.0000
H 2.80 0.18 -6.29 0.0000
C -0.75 3.36 -4.17 0.0001
C -1.76 2.96 -5.22 0.0000
C -2.26 1.53 -5.04 0.0001
S -2.35 1.30 -3.32 -0.0001
O -1.76 -0.03 -3.04 0.0011
O -3.61 1.86 -2.74 0.0001
C -1.02 2.41 -2.90 -0.0004
H -0.81 4.44 -4.03 0.0000
H 0.24 3.18 -4.60 0.0000
H -1.17 3.05 -6.13 0.0000
H -2.58 3.68 -5.24 0.0000
H -1.40 0.98 -5.44 0.0000
H -3.21 1.26 -5.51 0.0001
H -0.24 1.67 -2.77 -0.0005
H -1.32 2.74 -1.90 0.0004
C 4.34 2.95 1.07 0.0006
C 5.13 2.52 2.34 -0.0003
C 5.36 1.02 2.19 -0.0009
S 5.76 0.63 0.38 0.0011
O 4.94 -0.50 0.07 0.0013
O 7.15 0.62 0.04 0.0006
C 4.99 2.20 -0.14 -0.0001
H 4.30 4.03 0.90 0.0000
H 3.31 2.61 1.17 -0.0037
H 4.62 2.85 3.24 0.0005
H 6.15 2.91 2.30 0.0001
H 4.47 0.43 2.39 0.0023
H 6.15 0.56 2.79 -0.0001
H 4.31 2.03 -0.97 0.0007
H 5.87 2.69 -0.55 -0.0005
C -3.35 0.12 4.24 -0.0013
C -3.00 0.73 5.64 0.0000
C -4.03 1.83 6.02 0.0000
S -5.17 1.85 4.56 0.0000
O -5.52 3.27 4.31 0.0000
O -6.30 0.93 4.88 0.0001
C -3.92 1.22 3.45 0.0015
H -3.79 -0.87 4.36 -0.0002
H -2.41 -0.15 3.75 -0.0013
H -1.96 1.06 5.72 0.0000
H -3.13 -0.05 6.39 0.0000
H -3.52 2.79 6.07 0.0000
H -4.59 1.80 6.96 0.0000
H -3.14 1.95 3.22 0.0000
H -4.50 0.96 2.56 0.0004
C -5.77 -4.86 -3.23 0.0000
C -6.38 -3.47 -3.02 0.0000
C -5.23 -2.47 -2.89 0.0000
S -3.80 -3.37 -2.12 0.0002
O -3.54 -2.96 -0.78 0.0009
O -2.77 -3.43 -3.07 0.0001
C -4.69 -5.05 -2.11 0.0000
H -5.32 -4.88 -4.22 0.0000
H -6.58 -5.58 -3.22 0.0000
H -7.10 -3.42 -2.21 0.0000
H -7.00 -3.25 -3.89 0.0000
H -5.42 -1.65 -2.20 0.0001
H -4.75 -2.16 -3.81 0.0000
H -5.16 -5.09 -1.13 0.0000
H -3.87 -5.77 -2.13 0.0000
C -1.58 -0.04 0.27 0.0069
C -0.85 -1.27 0.11 0.0137
C 0.73 -0.94 0.10 0.0939
S 0.90 0.74 0.58 0.0222
O 1.22 1.50 -0.61 0.1486
O 1.77 0.78 1.79 0.4377
C -0.87 1.06 1.15 0.1352
H -2.55 -0.30 0.68 0.0280
H -1.62 0.58 -0.63 0.0312
H -1.21 -1.91 -0.69 0.0179
H -0.96 -1.92 0.98 -0.0008
H 1.10 -1.19 -0.89 0.0130
H 1.34 -1.50 0.81 0.0203
H -1.20 2.09 0.99 0.0079
H -0.98 0.72 2.18 0.0112
C 2.23 -3.62 6.21 -0.0001
C 1.13 -2.58 6.03 0.0001
C 1.89 -1.26 5.61 0.0003
S 2.97 -1.91 4.27 0.0001
O 4.23 -1.20 4.36 0.0001
O 2.16 -1.94 3.05 0.0040
C 3.18 -3.60 4.98 0.0004
H 1.94 -4.63 6.49 0.0000
H 2.81 -3.38 7.11 0.0000
H 0.44 -2.39 6.86 0.0000
H 0.48 -2.95 5.25 0.0000
H 2.40 -0.80 6.46 0.0000
H 1.23 -0.52 5.17 -0.0002
H 4.24 -3.73 5.18 0.0001
H 2.92 -4.39 4.27 0.0000
```

Computed properties:
Spin multiplicity: 2
E_LUMO (alpha / beta) (eV): -2.42 / -8.82
Net charge: +1
HOMO-LUMO gap (alpha / beta) (eV): 9.49 / 3.08